{
  "formula": "C16H21N3O5S",
  "method": "wB97M-V/def2-TZVPD",
  "elements": ["C", "C", "C", "N", "H", "O", "C", "H", "C", "C", "H", "H", "C", "H", "N", "H", "C", "C", "H", "C", "H", "O", "H", "O", "N", "C", "C", "H", "C", "C", "H", "O", "O", "H", "H", "H", "H", "H", "H", "C", "H", "H", "H", "H", "C", "S"],
  "positions_angstrom": [[2.293, -3.006, 0.082], [2.418, 2.306, 0.611], [-0.853, -1.262, -0.201], [-1.658, -2.088, 2.090], [3.014, 4.755, -2.753], [3.229, 4.187, -2.029], [1.641, -1.738, -0.360], [4.327, 1.726, 1.581], [2.342, 3.205, -1.819], [2.446, -0.378, -0.185], [-3.932, 0.601, 1.058], [0.422, 3.489, 0.178], [-5.820, -1.290, -1.062], [1.053, 3.583, 1.824], [2.078, 0.603, -1.233], [-2.357, -2.025, 2.768], [2.726, 1.965, -0.872], [-4.914, -2.414, -1.247], [-1.729, -0.209, 1.284], [1.368, 3.410, 0.837], [3.507, -0.621, -0.307], [1.291, 3.129, -2.403], [3.221, 3.034, 2.326], [3.229, -2.912, 0.809], [0.343, -1.706, 0.358], [-5.478, -0.300, -0.143], [-3.314, -1.330, 0.319], [-6.167, 0.401, 0.033], [-3.717, -2.453, -0.506], [-4.221, -0.269, 0.506], [-6.760, -1.428, -1.657], [-0.953, -0.885, -1.379], [1.755, -4.159, -0.408], [1.905, 4.368, 0.595], [2.210, -4.906, -0.064], [-1.530, -3.054, 1.822], [4.305, 3.354, 0.983], [0.274, -2.052, 1.307], [1.488, -1.899, -1.382], [3.698, 2.606, 1.434], [3.727, 1.831, -1.013], [1.076, 0.747, -1.221], [-5.068, -3.143, -2.004], [-2.979, -3.247, -0.634], [-1.910, -1.227, 0.878], [1.977, 0.701, 1.197]],
  "charge": 0,
  "mol_weight_da": 367.43,
  "de_lowest_kj_mol": 337.7
}

{
  "formula": "C16H21N3OS",
  "method": "wB97M-V/def2-TZVPD",
  "elements": ["H", "H", "H", "C", "N", "C", "H", "C", "H", "H", "H", "H", "H", "C", "C", "H", "H", "H", "H", "H", "C", "C", "H", "C", "C", "H", "N", "O", "C", "C", "C", "N", "C", "C", "C", "H", "S", "H", "C", "H", "H", "H"],
  "positions_angstrom": [[-2.854, -1.645, -1.253], [3.290, 0.775, 2.569], [-2.859, -3.471, 0.447], [4.345, 0.083, 0.812], [-1.484, 3.892, -0.651], [-2.419, 1.716, 0.289], [-0.348, -1.748, 0.512], [4.315, 1.348, -0.046], [-4.142, 3.463, -0.483], [-1.268, -3.993, -0.116], [4.239, 2.221, 0.606], [4.315, -0.791, 0.159], [-2.800, -3.262, -1.947], [-0.224, 0.654, 0.452], [-1.653, 0.625, 0.627], [-0.305, -3.017, -2.242], [3.007, 2.300, -1.492], [-1.030, -2.626, 1.899], [-1.245, -1.848, -3.169], [-5.575, 2.742, 0.182], [-3.870, 1.686, 0.531], [3.146, 0.045, 1.765], [-0.433, -1.341, -1.696], [-1.925, -3.127, -0.001], [0.537, 1.159, -0.588], [0.157, 1.588, -1.494], [-4.587, 2.700, -0.004], [-4.385, 0.786, 1.177], [-2.226, -2.530, -1.376], [-1.861, 2.890, -0.227], [1.887, 0.980, -0.248], [0.646, 0.169, 1.401], [-0.973, -2.161, -2.164], [-1.258, -2.141, 0.949], [3.124, 1.329, -1.006], [0.365, -0.191, 2.299], [-2.438, -0.766, 1.322], [3.294, 0.587, -1.792], [1.922, 0.383, 0.994], [5.272, 0.043, 1.388], [5.244, 1.432, -0.613], [3.055, -0.941, 2.230]],
  "charge": 0,
  "mol_weight_da": 303.43,
  "de_lowest_kj_mol": 83.4
}

{
  "formula": "C16H21N5",
  "method": "wB97M-V/def2-TZVPD",
  "elements": ["C", "H", "H", "N", "C", "H", "C", "H", "H", "H", "N", "C", "C", "H", "H", "C", "C", "H", "H", "H", "H", "H", "C", "C", "H", "H", "C", "C", "H", "H", "H", "H", "N", "H", "H", "C", "C", "N", "N", "C", "C", "C"],
  "positions_angstrom": [[23.820, 19.924, 13.888], [21.972, 9.318, 16.039], [25.740, 19.085, 14.542], [27.076, 15.799, 22.221], [20.533, 18.232, 18.074], [21.433, 18.405, 17.484], [24.904, 19.735, 14.753], [27.609, 15.683, 23.071], [25.159, 15.179, 22.863], [20.378, 8.734, 16.803], [29.516, 15.478, 28.176], [28.326, 16.198, 28.366], [25.388, 15.927, 20.724], [23.677, 19.382, 12.964], [26.295, 15.635, 27.824], [22.984, 20.837, 14.415], [27.627, 16.218, 21.028], [25.196, 20.685, 16.808], [19.581, 18.232, 17.542], [23.203, 22.038, 16.261], [28.668, 16.363, 20.780], [30.414, 15.786, 28.520], [20.824, 10.797, 16.881], [20.480, 19.209, 19.163], [20.464, 9.427, 15.192], [28.333, 17.182, 28.812], [27.953, 14.222, 27.339], [27.353, 15.419, 27.816], [24.454, 15.790, 20.200], [22.032, 21.179, 14.036], [20.578, 17.231, 18.504], [26.557, 16.815, 19.113], [20.728, 11.907, 17.358], [30.173, 13.742, 27.257], [27.451, 13.320, 27.021], [29.297, 14.344, 27.449], [25.719, 15.635, 22.060], [20.487, 20.006, 19.978], [23.530, 21.307, 15.646], [24.660, 20.585, 15.875], [26.496, 16.433, 20.122], [20.903, 9.465, 16.189]],
  "charge": 0,
  "mol_weight_da": 283.38,
  "de_lowest_kj_mol": 206.6
}

{
  "formula": "C16H21N5O2S2",
  "method": "wB97M-V/def2-TZVPD",
  "elements": ["H", "S", "N", "H", "C", "C", "C", "H", "C", "H", "H", "H", "H", "O", "H", "N", "H", "C", "C", "H", "C", "S", "H", "H", "C", "C", "H", "H", "C", "C", "N", "C", "N", "C", "H", "C", "H", "H", "C", "H", "H", "H", "O", "N", "C", "H"],
  "positions_angstrom": [[2.939, -1.404, -1.407], [-0.863, -3.153, 0.302], [-4.203, -1.154, -0.455], [-4.117, -0.572, -2.431], [-3.111, -1.924, -0.664], [-0.145, 4.216, 0.257], [3.918, -1.318, 1.242], [-5.808, -0.497, 0.668], [-0.525, 1.862, 0.056], [-4.751, 0.672, -1.328], [-4.250, -0.364, 1.498], [-5.032, -1.950, 1.304], [3.642, -0.250, -2.581], [5.887, -0.311, -1.596], [3.038, -1.645, 0.694], [-0.943, -0.472, 0.281], [-3.438, 3.564, -0.103], [-4.849, -0.987, 0.826], [-1.893, 2.093, -0.056], [-2.549, 1.246, -0.181], [-1.504, 4.451, 0.139], [2.540, 0.862, -0.788], [6.559, -2.027, 1.316], [7.053, -0.692, 0.248], [1.114, -0.008, -0.328], [3.522, -0.492, -1.525], [3.648, -0.459, 1.866], [-5.765, -0.719, -1.783], [4.914, -0.586, -0.918], [-2.592, -2.660, 0.568], [-0.081, 0.538, 0.010], [0.353, 2.926, 0.224], [1.045, -1.324, -0.277], [6.320, -1.015, 0.984], [1.411, 2.751, 0.335], [-0.233, -1.561, 0.090], [4.230, -2.132, 1.898], [0.538, 5.042, 0.383], [-2.377, 3.385, -0.013], [-3.150, -3.584, 0.723], [-2.624, -2.041, 1.461], [-1.883, 5.461, 0.168], [-2.592, -2.044, -1.753], [5.013, -0.988, 0.365], [-4.746, -0.395, -1.561], [6.343, -0.342, 1.844]],
  "charge": 0,
  "mol_weight_da": 379.51,
  "de_lowest_kj_mol": 0.4
}

{
  "formula": "C16H21N8O4PtS2",
  "method": "wB97M-V/def2-TZVPD",
  "elements": ["H", "C", "H", "H", "H", "N", "N", "H", "O", "H", "C", "H", "N", "C", "C", "C", "N", "O", "H", "C", "C", "S", "H", "C", "H", "C", "N", "H", "C", "H", "H", "N", "C", "C", "N", "N", "O", "H", "H", "S", "H", "Pt", "H", "C", "C", "C", "H", "C", "H", "H", "H", "O"],
  "positions_angstrom": [[-2.663, 2.434, -3.711], [3.877, -0.703, -1.091], [0.190, 3.418, 2.880], [-0.619, -0.915, -1.956], [-3.267, -1.146, 3.826], [-0.676, 0.824, -0.860], [-2.684, -1.928, 3.572], [1.246, 2.929, 4.925], [5.910, -1.052, -2.119], [4.999, 1.023, -1.411], [-1.757, -1.816, 2.633], [3.116, 3.281, -1.207], [4.134, 0.637, -1.040], [3.117, 1.292, -0.456], [1.808, -2.022, -0.281], [-1.678, 0.668, -3.000], [2.191, 0.394, -0.129], [4.707, -2.888, -1.721], [-0.748, -4.050, 4.020], [1.045, 1.596, 3.375], [4.929, -1.594, -1.704], [-1.750, -0.254, 1.811], [-0.757, 4.865, 0.011], [-2.102, 1.978, -2.906], [2.186, 3.054, 0.281], [2.655, -0.850, -0.516], [1.434, 2.004, 4.562], [-0.329, -2.686, 1.547], [-1.033, -4.128, 2.971], [-2.264, 4.261, 0.697], [-2.888, -2.816, 4.008], [-0.052, 2.076, 1.337], [-1.806, 2.715, -1.757], [-1.091, 2.115, -0.744], [-0.975, -2.814, 2.319], [0.379, 2.470, 2.583], [0.623, -1.705, 0.277], [-1.894, 0.065, -3.871], [1.946, 1.379, 5.171], [1.411, -0.014, 2.873], [-0.894, 4.593, 1.747], [0.345, 0.184, 0.829], [-2.030, -4.558, 2.878], [3.089, 2.761, -0.248], [-1.176, 4.204, 0.773], [-0.962, 0.112, -1.942], [-2.139, 3.740, -1.667], [-0.741, 2.805, 0.522], [3.856, -3.152, -1.320], [3.956, 3.084, 0.329], [-0.334, -4.785, 2.463], [2.092, -3.148, -0.575]],
  "charge": 3,
  "mol_weight_da": 648.61,
  "de_lowest_kj_mol": 0.0
}

{
  "formula": "C16H22AuBF2N4P2S2",
  "method": "wB97M-V/def2-TZVPD",
  "elements": ["C", "C", "C", "F", "H", "C", "C", "N", "H", "H", "C", "Au", "N", "H", "C", "H", "H", "H", "H", "H", "C", "C", "H", "H", "H", "H", "C", "P", "H", "H", "C", "C", "H", "H", "H", "H", "H", "S", "S", "N", "H", "F", "B", "P", "C", "C", "C", "H", "C", "N"],
  "positions_angstrom": [[-4.680, 1.367, -1.309], [-0.824, 1.483, 1.919], [-4.028, -0.973, -1.286], [-0.669, -3.512, -2.250], [-5.191, 2.307, -1.335], [3.048, -0.331, 3.452], [1.372, -0.360, 1.719], [-2.985, -0.190, -1.331], [0.944, -0.256, 3.818], [-0.232, 2.210, 1.367], [1.719, -0.313, 3.068], [-0.587, -0.500, -1.277], [-4.021, -2.305, -1.233], [3.301, -0.282, 4.500], [3.405, 0.217, -1.900], [-0.616, 1.575, 2.986], [4.492, -0.567, 0.413], [-3.173, -2.821, -1.402], [2.351, -2.647, -2.396], [-4.892, -2.814, -1.270], [-0.223, 2.876, -1.382], [4.046, -0.400, 2.492], [4.292, -0.416, -1.971], [1.814, -3.074, -0.760], [-1.246, -0.935, 3.485], [3.075, 0.456, -2.914], [2.375, -0.468, 0.752], [2.035, -0.664, -1.036], [-3.505, 4.008, -1.408], [-1.884, 1.660, 1.734], [-2.559, 3.509, -1.391], [-1.293, -1.307, 2.460], [3.501, -2.599, -1.035], [1.585, 1.996, -1.550], [1.619, 3.717, -1.431], [-0.856, -2.302, 2.401], [5.085, -0.403, 2.785], [-5.563, -0.089, -1.248], [-1.107, 4.404, -1.388], [1.113, 2.854, -1.313], [-2.337, -1.364, 2.150], [-0.800, -3.243, -0.067], [-0.703, -2.662, -1.255], [-0.402, -0.193, 1.320], [3.710, -0.484, 1.152], [-2.316, 2.156, -1.384], [2.467, -2.418, -1.335], [3.663, 1.139, -1.379], [-3.326, 1.136, -1.349], [-0.988, 1.821, -1.386]],
  "charge": 2,
  "e_tot_ha": -2680.88617,
  "mol_weight_da": 642.24
}

{
  "formula": "C16H22Br4F6LiN2O3P",
  "method": "wB97M-V/def2-TZVPD",
  "elements": ["H", "F", "H", "C", "C", "C", "F", "H", "C", "H", "C", "H", "C", "Br", "C", "C", "H", "H", "H", "H", "P", "H", "O", "H", "F", "F", "C", "H", "C", "Br", "Br", "H", "F", "H", "F", "H", "Li", "H", "C", "H", "N", "H", "H", "H", "C", "N", "C", "O", "O", "C", "Br", "C", "H", "H", "C"],
  "positions_angstrom": [[-0.400, 1.549, 3.757], [-3.706, -4.494, -4.861], [2.977, -1.350, -0.529], [2.406, 1.561, 0.350], [-0.775, 5.208, 3.893], [0.215, 0.094, -5.142], [-1.529, -4.787, -5.168], [-0.725, 0.204, -5.733], [-2.064, 5.365, 3.403], [1.819, -2.766, 0.506], [-0.972, 1.254, 1.754], [3.292, -1.394, -2.257], [0.307, 1.240, 1.070], [-0.297, -7.000, -0.078], [1.318, -2.190, -1.575], [-1.199, 1.570, 3.030], [-2.837, 8.318, 4.862], [-2.491, 4.617, 2.747], [0.300, 1.089, -4.613], [-0.549, 8.030, 5.746], [-2.395, -3.971, -3.994], [-1.809, 0.982, 1.120], [0.190, -1.549, -2.064], [-0.619, -1.864, -1.642], [-1.172, -2.914, -4.221], [-3.352, -2.612, -3.944], [2.520, -1.214, -1.515], [1.582, -2.965, -2.306], [1.515, -7.466, 0.261], [2.723, -6.749, -1.136], [2.105, -6.939, 2.006], [0.096, -2.564, 0.220], [-2.481, -5.472, -3.279], [1.031, 0.146, -5.907], [-2.136, -3.594, -2.344], [3.413, 1.931, 0.307], [4.094, -5.358, -2.910], [-2.195, 1.848, 3.343], [-0.229, 6.166, 4.737], [0.938, -3.970, -0.412], [0.495, 0.565, -0.064], [1.604, -8.541, 0.198], [0.775, 6.043, 5.123], [-3.810, 6.610, 3.368], [1.777, 0.751, -0.522], [1.472, 1.841, 1.337], [1.028, -2.900, -0.238], [0.239, -0.963, -4.323], [2.113, 0.165, -1.642], [-2.806, 6.485, 3.752], [1.826, 2.908, 2.781], [-2.259, 7.444, 4.592], [-0.191, -0.014, -0.548], [-0.195, 4.336, 3.615], [-0.973, 7.283, 5.088]],
  "charge": 0,
  "mol_weight_da": 761.88,
  "de_lowest_kj_mol": 0.0
}

{
  "formula": "C16H22Cl18O2P",
  "method": "wB97M-V/def2-TZVPD",
  "elements": ["Cl", "Cl", "H", "H", "C", "H", "H", "Cl", "H", "C", "C", "Cl", "O", "H", "H", "P", "C", "H", "C", "H", "C", "Cl", "Cl", "H", "Cl", "C", "H", "Cl", "C", "H", "C", "Cl", "Cl", "Cl", "Cl", "C", "Cl", "H", "H", "H", "C", "H", "C", "Cl", "H", "C", "Cl", "Cl", "H", "C", "H", "H", "O", "Cl", "H", "C", "C", "H", "Cl"],
  "positions_angstrom": [[0.366, -1.509, 2.794], [4.995, 4.088, -3.112], [-1.218, -1.344, 0.896], [0.246, 0.390, 1.351], [1.131, 0.329, -5.322], [-5.831, 5.468, 1.313], [-3.705, 2.785, -1.666], [0.655, 1.971, -5.783], [-1.285, 1.302, -2.625], [-1.749, 1.977, -1.881], [-0.920, -1.561, -0.125], [-5.401, 5.823, -0.959], [-3.719, 0.729, -2.023], [-3.928, 1.395, 0.151], [-3.318, 2.238, -3.371], [-3.070, 0.352, -0.415], [2.131, 0.654, 0.477], [-2.679, -1.884, -1.285], [-3.232, 2.026, -2.299], [-0.856, -2.651, -0.203], [0.892, 0.047, 0.554], [-0.089, -3.920, -1.934], [-1.222, -5.479, -4.111], [3.393, -0.960, -2.167], [5.814, 4.836, -0.427], [0.158, -2.435, 4.277], [0.327, -0.340, -5.600], [-2.284, -5.744, -1.421], [0.473, -0.954, -0.345], [1.214, -2.048, -2.109], [3.290, -2.437, 9.294], [0.216, -4.173, 3.949], [4.492, -1.998, 10.512], [3.524, -1.507, 7.817], [1.380, -1.994, 5.482], [-1.978, -1.055, -1.116], [5.923, 2.056, -1.259], [-1.179, 2.911, -1.960], [4.047, 3.438, -1.074], [-4.231, -0.527, -0.265], [5.062, 3.586, -1.423], [-1.572, -0.813, -2.102], [3.053, 0.280, -0.490], [-4.528, 3.611, 0.716], [4.033, 0.741, -0.531], [2.669, -0.682, -1.408], [3.343, -4.168, 8.960], [1.389, 0.193, -3.581], [-0.816, -2.205, 4.689], [1.411, -1.296, -1.350], [-2.797, -0.001, 0.975], [2.310, -2.201, 9.688], [-1.733, 1.463, -0.568], [2.584, -0.164, -6.211], [2.407, 1.410, 1.207], [-4.967, 5.316, 0.681], [-0.835, -5.448, -2.385], [-0.130, -6.245, -2.186], [-3.654, 6.331, 1.308]],
  "charge": -1,
  "e_tot_ha": -9398.06971,
  "mol_weight_da": 915.48
}

In eV/A, the largest force on an atom values for the records above are, in order, 4.227; 1.279; 6.663; 1.119; 0.138; 2.061; 1.792; 2.490.